# C54H135N9O22SSn2

A molecular structure, C54H135N9O22SSn2 in a non-equilibrium geometry (ωB97M-V/def2-TZVPD, the OMol25 dataset).

Each line ends with the Löwdin charge.
Cartesian coordinates (Å):
Sn1 -4.0363 2.6259 0.4381  1.7457
Sn2 2.3640 0.6612 2.8967  1.6630
S1 -0.9647 1.1944 1.4464  0.1025
O1 -0.1029 2.2915 1.8860  -0.4312
O2 -2.2471 1.2282 2.2092  -0.4530
O3 -1.3472 1.3473 0.0348  -0.4180
O4 -0.2194 0.0018 1.6336  -0.4019
C1 3.6250 1.4514 7.1611  -0.0991
O5 3.2126 0.5154 6.2199  -0.2603
C2 3.4053 -0.8129 6.6541  -0.1874
C3 3.3379 -1.8992 5.5281  -0.1659
N1 4.0335 -1.4792 4.3187  -0.1343
C4 4.3677 -2.6383 3.4121  -0.1380
C5 3.0861 -3.2049 2.6381  -0.1783
O6 2.3850 -2.2034 1.9334  -0.3251
C6 1.2099 -2.6702 1.2824  -0.0624
H1 3.1992 1.1588 8.1209  0.1096
H2 3.1194 2.3475 6.8014  0.0673
H3 4.6599 1.7934 7.1535  0.1020
H4 2.6935 -1.0087 7.4561  0.1242
H5 4.3842 -0.8974 7.1259  0.1255
H6 2.3314 -2.1166 5.1707  0.0893
H7 3.8468 -2.8167 5.8234  0.1284
H8 4.9459 -1.0789 4.4842  0.1097
H9 5.0685 -3.3183 3.8964  0.1246
H10 4.9399 -2.1769 2.6073  0.1053
H11 2.3664 -3.5107 3.3975  0.1175
H12 3.4828 -3.9588 1.9582  0.1115
H13 0.5210 -2.5937 2.1236  0.0767
H14 1.3328 -3.6580 0.8383  0.1010
H15 1.1721 -1.8587 0.5556  0.0831
C7 2.7178 1.2263 -5.1277  -0.0755
O7 1.5840 1.7788 -5.8063  -0.1694
C8 0.4951 1.9391 -4.9453  -0.2700
C9 -0.7384 2.2953 -5.7526  -0.1766
N2 -0.5554 3.6957 -6.2709  -0.0482
C10 -1.3799 4.0877 -7.4781  -0.1630
C11 -1.0844 5.5952 -7.9639  -0.2500
O8 0.2365 5.8052 -8.2277  -0.1875
C12 0.7744 4.9599 -9.2488  -0.0766
H16 3.0183 1.8927 -4.3192  0.0709
H17 3.5807 1.2571 -5.7930  0.0988
H18 2.4777 0.2621 -4.6796  0.0675
H19 0.6279 2.6550 -4.1341  0.1160
H20 0.2635 0.9595 -4.5272  0.1021
H21 -1.6061 2.3291 -5.0938  0.0952
H22 -0.7914 1.5142 -6.5110  0.1040
H23 0.3812 4.0628 -6.3614  0.0948
H24 -2.4501 3.9711 -7.3074  0.1043
H25 -1.0568 3.4716 -8.3172  0.0877
H26 -1.4158 6.2310 -7.1429  0.1133
H27 -1.7605 5.8494 -8.7803  0.1161
H28 -0.0136 4.8623 -9.9955  0.0921
H29 1.0945 3.9981 -8.8480  0.0857
H30 1.5922 5.5094 -9.7151  0.0937
C13 -5.1845 -1.1865 1.0174  -0.1286
O9 -5.6806 0.1053 0.9333  -0.2827
C14 -7.1568 0.1682 1.1421  -0.1361
C15 -7.7729 1.5680 1.3078  -0.2091
N3 -6.9824 2.7301 1.6008  -0.1047
C16 -6.6716 2.9068 3.0648  -0.1444
C17 -5.7012 4.1547 3.2559  -0.2182
O10 -4.3499 3.7456 3.1420  -0.3359
C18 -3.8398 3.4047 4.4916  -0.0335
H31 -5.5766 -1.8562 0.2520  0.0959
H32 -5.3795 -1.7980 1.8984  0.0885
H33 -4.1010 -1.0710 1.0476  0.0952
H34 -7.4234 -0.4253 2.0167  0.1176
H35 -7.6389 -0.4266 0.3663  0.1228
H36 -8.6377 1.5637 1.9714  0.1300
H37 -8.1478 1.8704 0.3300  0.1184
H38 -7.6179 3.4873 1.3935  0.1149
H39 -6.1777 2.0067 3.4309  0.1207
H40 -7.5193 3.1753 3.6952  0.1207
H41 -5.9423 4.6861 4.1766  0.1225
H42 -5.8224 4.8709 2.4431  0.1193
H43 -4.3860 2.5318 4.8491  0.0881
H44 -4.0799 4.1432 5.2565  0.0934
H45 -2.7811 3.1514 4.5465  0.0723
C19 -2.7120 -4.7200 -1.1505  -0.1094
O11 -2.0128 -4.7917 -2.3763  -0.2128
C20 -0.6760 -5.1431 -2.2564  -0.2239
C21 -0.5304 -6.7235 -2.1644  -0.1416
N4 0.8237 -7.2371 -1.7644  -0.0577
C22 1.8442 -7.0495 -2.8096  -0.2354
C23 3.1101 -7.8105 -2.6971  -0.2366
O12 3.0912 -9.2293 -2.4500  -0.1711
C24 4.3964 -9.7926 -2.4645  -0.0885
H46 -2.7484 -5.5603 -0.4572  0.0824
H47 -3.7385 -4.4170 -1.3570  0.0915
H48 -2.2503 -3.9976 -0.4774  0.0764
H49 -0.2636 -4.7175 -1.3416  0.1070
H50 -0.2182 -4.7411 -3.1602  0.1158
H51 -0.7329 -7.1281 -3.1561  0.1122
H52 -1.2304 -6.9082 -1.3495  0.1035
H53 1.0004 -8.1756 -1.4356  0.1002
H54 2.0562 -5.9851 -2.9103  0.1132
H55 1.3961 -7.3390 -3.7601  0.1130
H56 3.6658 -7.2032 -1.9826  0.1022
H57 3.6799 -7.5590 -3.5916  0.1209
H58 4.9005 -9.4465 -1.5622  0.0634
H59 4.9180 -9.3752 -3.3258  0.0849
H60 4.3856 -10.8821 -2.4961  0.0949
C25 -3.2790 -3.8594 5.4016  -0.0307
O13 -1.8486 -3.4409 5.1226  -0.1682
C26 -1.7460 -2.0885 4.7976  -0.2635
C27 -0.3192 -1.6575 4.9031  -0.2013
N5 -0.0992 -0.2115 4.7208  -0.0482
C28 -0.2086 0.4477 6.0400  -0.1522
C29 0.0325 1.9535 5.8517  -0.2138
O14 0.1126 2.5053 7.1136  -0.1620
C30 0.4206 3.8103 7.2245  -0.1350
H61 -3.2409 -4.8814 5.7786  0.0861
H62 -3.9191 -3.7595 4.5250  0.0759
H63 -3.7837 -3.3168 6.2010  0.0791
H64 -2.3000 -1.4049 5.4409  0.1195
H65 -2.1392 -1.9940 3.7855  0.1295
H66 0.2181 -2.2320 4.1485  0.0922
H67 0.1267 -1.8609 5.8767  0.1236
H68 -0.7007 0.1605 3.9997  0.0639
H69 0.6015 0.1045 6.6834  0.1068
H70 -1.1089 0.1031 6.5487  0.1275
H71 -0.7809 2.3440 5.2401  0.1132
H72 0.9549 2.1871 5.3201  0.0892
H73 1.3231 4.0704 6.6713  0.0800
H74 0.5847 4.1056 8.2608  0.1018
H75 -0.4006 4.4432 6.8883  0.0893
C31 -5.8189 0.4124 -2.4151  -0.0933
O15 -4.6432 1.0570 -1.9800  -0.3035
C32 -3.5971 1.0096 -2.9286  -0.2096
C33 -2.7262 -0.3279 -3.1722  -0.1817
N6 -3.2650 -1.1636 -4.1919  -0.0616
C34 -2.6919 -2.5147 -4.3564  -0.1599
C35 -1.6941 -2.4013 -5.5091  -0.2036
O16 -2.5195 -2.0856 -6.6508  -0.1867
C36 -1.7577 -1.5587 -7.6916  -0.1201
H76 -6.6850 0.7114 -1.8247  0.0770
H77 -5.7143 -0.6714 -2.4655  0.1004
H78 -6.2466 0.7402 -3.3626  0.0991
H79 -2.9180 1.7114 -2.4446  0.0848
H80 -3.7624 1.4542 -3.9099  0.1126
H81 -2.8478 -0.6894 -2.1511  0.1163
H82 -1.6818 -0.0649 -3.3402  0.1008
H83 -3.2340 -0.7241 -5.1007  0.1002
H84 -3.4862 -3.1659 -4.7213  0.1229
H85 -2.1742 -2.8359 -3.4526  0.1022
H86 -1.1334 -3.3180 -5.6919  0.1228
H87 -0.9531 -1.6492 -5.2381  0.1086
H88 -1.2381 -0.6437 -7.4071  0.0711
H89 -2.4127 -1.3540 -8.5385  0.0929
H90 -1.0704 -2.2898 -8.1173  0.0916
C37 3.6535 4.0264 4.1495  -0.1469
O17 2.3164 3.9562 3.8605  -0.2465
C38 1.8253 4.8582 2.8151  -0.1307
C39 2.3966 4.6092 1.3945  -0.1642
N7 2.2068 3.1766 1.0738  -0.1004
C40 2.6360 2.9527 -0.2893  -0.1877
C41 2.4085 1.4861 -0.8930  -0.1337
O18 3.2887 0.4716 -0.3366  -0.2484
C42 4.6128 0.7794 -0.5431  -0.1592
H91 3.8973 5.0437 4.4556  0.0972
H92 4.3135 4.0126 3.2821  0.0847
H93 3.9318 3.3249 4.9359  0.0814
H94 2.1605 5.8410 3.1465  0.1255
H95 0.7411 4.9154 2.7189  0.1013
H96 3.4825 4.7038 1.3962  0.1145
H97 1.8463 5.1681 0.6376  0.1214
H98 1.1977 3.1556 1.1120  0.0257
H99 3.6301 3.3158 -0.5500  0.1150
H100 2.0638 3.5474 -1.0014  0.1023
H101 2.4318 1.5012 -1.9827  0.1004
H102 1.4165 1.0617 -0.7381  0.1134
H103 4.9372 1.7351 -0.1314  0.0738
H104 4.9184 0.9703 -1.5718  0.1019
H105 5.2661 0.0793 -0.0224  0.0946
C43 5.4586 -8.0090 1.0172  -0.1696
O19 5.2168 -6.8290 1.6267  -0.1507
C44 6.2815 -5.8895 1.3742  -0.2139
C45 5.9360 -4.7591 0.4013  -0.1768
N8 5.6475 -5.2976 -0.9796  -0.0344
C46 5.5635 -4.1844 -1.9676  -0.1928
C47 4.4226 -3.2275 -1.7822  -0.2055
O20 3.7573 -2.8897 -3.0313  -0.1696
C48 2.7862 -1.9083 -2.7284  -0.1235
H106 6.3043 -8.5505 1.4411  0.0992
H107 5.5556 -7.8928 -0.0622  0.0597
H108 4.5629 -8.6266 1.0836  0.0992
H109 7.2205 -6.3172 1.0228  0.1168
H110 6.8085 -5.5267 2.2567  0.1161
H111 6.8613 -4.1858 0.3449  0.1128
H112 5.2037 -4.1345 0.9129  0.0820
H113 6.2953 -6.0000 -1.3070  0.1056
H114 5.4821 -4.5162 -3.0027  0.1245
H115 6.5152 -3.6541 -1.9320  0.1087
H116 4.7154 -2.3164 -1.2605  0.1125
H117 3.6048 -3.7432 -1.2790  0.1197
H118 3.2588 -0.9408 -2.5594  0.0642
H119 2.2974 -2.0404 -1.7631  0.0715
H120 2.0141 -1.8221 -3.4929  0.0852
C49 -3.9695 4.2882 -3.1878  -0.0501
O21 -2.9903 4.2207 -2.1261  -0.2661
C50 -1.8458 4.9633 -2.3081  -0.2768
C51 -0.8167 4.4811 -1.3397  -0.2321
N9 -1.3369 4.5395 -0.0068  -0.0486
C52 -1.7115 5.8855 0.5045  -0.1416
C53 -2.0472 6.0093 2.0280  -0.2358
O22 -2.0873 7.3729 2.3558  -0.1758
C54 -2.3758 7.5880 3.8055  -0.0355
H121 -3.6310 3.9556 -4.1690  0.0937
H122 -4.3595 5.3002 -3.2968  0.0957
H123 -4.7559 3.7615 -2.6472  0.0782
H124 -1.8656 6.0509 -2.3769  0.1337
H125 -1.3683 4.7423 -3.2627  0.1205
H126 0.0212 5.1441 -1.5554  0.1252
H127 -0.5544 3.4913 -1.7133  0.1190
H128 -0.5442 4.2216 0.5323  0.0662
H129 -2.4119 6.4021 -0.1518  0.1204
H130 -0.8327 6.5151 0.3655  0.1156
H131 -1.4379 5.4126 2.7068  0.1057
H132 -2.9825 5.5002 2.2603  0.0871
H133 -3.4097 7.2609 3.9159  0.0806
H134 -2.3208 8.6563 4.0148  0.0881
H135 -1.6917 7.1411 4.5268  0.0811

Summary:
HOMO ... -11.074 eV
Gap between HOMO and LUMO ... 0.21153 Ha
Charge ... +2